[1]
7
Properties=species:S:1:pos:R:3:lowdin_charge:R:1 method="wB97M-V/def2-TZVPD" relative_energy_kj_mol=342.5 orbital_gap_ev="6.0 / 6.0"
C 1.56251 0.80666 0.12628 -0.68
O -1.48373 -1.24531 -0.33439 -0.48
P -1.42030 0.14366 0.52858 0.79
S 2.51948 -0.43415 0.03821 0.56
H 1.81721 1.84889 0.07947 -0.06
H -1.21572 -2.02420 0.15716 0.03
H -1.77944 0.90446 -0.59530 -0.15

=====

[2]
7
Properties=species:S:1:pos:R:3:lowdin_charge:R:1 method="wB97M-V/def2-TZVPD" relative_energy_kj_mol=356.0 orbital_gap_ev="7.2 / 7.2" smiles="C=P.O=S"
C 1.48187 -0.05081 0.56171 -0.42
P 0.21776 -0.81108 -0.27144 0.75
H 1.89677 -0.21634 1.46867 -0.07
H 1.89998 0.81622 0.05415 -0.03
H 0.27038 -0.16594 -1.57409 -0.12
O -2.14995 0.35270 -0.32508 -0.83
S -3.61681 0.07524 0.08609 0.72

=====

[3]
7
Properties=species:S:1:pos:R:3:lowdin_charge:R:1 method="wB97M-V/def2-TZVPD" relative_energy_kj_mol=112.5 orbital_gap_ev=8.6
C 0.76687 -0.08003 -0.17096 -0.65
O -1.59719 -0.19588 -0.52683 -0.86
P -0.69280 1.09446 0.05811 0.78
S -0.43933 -1.45539 -0.38075 0.76
H 1.33264 0.08307 -1.08958 0.02
H 1.43580 -0.21446 0.67535 0.03
H -0.80599 0.76823 1.43467 -0.07

=====

[4]
7
Properties=species:S:1:pos:R:3:lowdin_charge:R:1 method="wB97M-V/def2-TZVPD" relative_energy_kj_mol=62.3 orbital_gap_ev=6.9 charge=-1
C -0.10710 0.14450 -0.11471 -0.18
O -2.30426 1.69936 -0.74625 -0.74
S -0.76803 3.11183 1.13376 -0.15
S -0.91818 2.13899 -0.60380 0.20
H -0.86444 -0.44222 -0.47607 -0.04
H -0.02602 0.35145 0.86751 -0.07
H 0.64928 -0.08727 -0.84571 -0.01

=====

[5]
5
Properties=species:S:1:pos:R:3:lowdin_charge:R:1 method="wB97M-V/def2-TZVPD" relative_energy_kj_mol=37.9 orbital_gap_ev=13.7 smiles=C
C 0.01386 0.01274 -0.02155 -0.08
H 1.09206 -0.31632 0.15657 0.03
H -0.28343 0.91512 -0.56096 0.00
H -0.27115 0.21124 1.00672 -0.01
H -0.62063 -0.88647 -0.47305 0.06

=====

[6]
16
Properties=species:S:1:pos:R:3:lowdin_charge:R:1 method="wB97M-V/def2-TZVPD" orbital_gap_ev=3.7 charge=-4
Al 1.88635 -1.36442 0.24911 0.63
Cl 4.52319 -1.48361 -2.04376 -0.67
Cl 0.80849 -2.52349 -2.88981 -0.60
Cl -0.54379 -0.77897 2.96875 -0.54
Cl 2.21550 -3.50851 3.08299 -0.67
Cl -1.04473 -3.40231 0.34570 -0.54
Cl 3.11374 0.66556 2.61528 -0.60
Cl 2.18295 1.47166 -1.79126 -0.63
C -1.37918 0.95284 -0.39622 -0.72
O -0.90613 -0.20749 -0.65779 -0.14
N -1.88813 1.30498 0.78257 0.13
N -1.68517 1.79686 -1.34533 0.12
H -2.45346 2.13806 0.86300 0.07
H -1.76922 0.70456 1.58598 -0.05
H -1.41977 1.45599 -2.25827 0.10
H -1.64064 2.77828 -1.11095 0.09

=====

[7]
9
Properties=species:S:1:pos:R:3:lowdin_charge:R:1 method="wB97M-V/def2-TZVPD" relative_energy_kj_mol=0.0 orbital_gap_ev=9.9 smiles=OB(O)CBr
O -0.50312 0.46948 1.34976 0.15
B -0.30170 -0.09069 0.18231 -0.88
O -1.25271 -0.71006 -0.62862 0.14
C 0.99270 0.01767 -0.59433 -0.44
Br 2.31165 0.91192 0.56275 0.65
H -1.27745 0.19257 1.94058 0.17
H -2.13194 -0.39518 -0.44517 0.09
H 1.36736 -0.93969 -0.86173 0.06
H 0.79522 0.54398 -1.50556 0.07

=====

[8]
9
Properties=species:S:1:pos:R:3:lowdin_charge:R:1 method="wB97M-V/def2-TZVPD" relative_energy_kj_mol=0.0 orbital_gap_ev=10.0 smiles="CBON=O"
C 1.10787 -0.43130 -0.05482 -0.05
B 0.21839 0.84665 0.07528 -0.31
O -1.13460 0.78487 0.06566 0.02
N -1.84026 -0.44234 -0.16420 0.01
O -2.98082 -0.33512 0.10720 0.09
H 2.01557 -0.28876 -0.63160 0.05
H 0.53840 -1.23605 -0.52859 0.05
H 1.41044 -0.81983 0.91625 0.07
H 0.66500 1.92187 0.21481 0.07

=====

The following max |F| values (in eV Å⁻¹) correspond, in order, to the records above: 2.12, 5.02, 0.97, 4.78, 2.63, 6.54, 4.09, 2.05.